## P
{"formula": "C4H9N2", "method": "ωB97M-V/def2-TZVPD", "symbols": ["C", "C", "N", "C", "C", "N", "H", "H", "H", "H", "H", "H", "H", "H", "H"], "coordinates": [[2.5731, 0.0268, 0.2917], [1.3059, -0.2522, -0.4010], [0.2403, -0.1155, 0.2203], [-1.0867, -0.1350, -0.1019], [-1.9924, 1.0733, -0.0019], [-1.5957, -1.3419, -0.1770], [2.7201, -0.2363, 1.3711], [3.4744, -0.4517, -0.1839], [2.8342, 1.0801, 0.1561], [1.4797, -0.2357, -1.4217], [-2.9954, 0.5768, -0.3307], [-1.9273, 1.4368, 1.0771], [-1.7802, 1.7532, -0.7160], [-2.5987, -1.6876, -0.2372], [-0.9094, -2.0803, -0.2422]], "orbital_gap_ev": 11.140, "charge": 1, "smiles": "C/C=N/C(C)=[NH2+]"}

***

## Q
{"formula": "C4H9N2", "method": "ωB97M-V/def2-TZVPD", "symbols": ["C", "C", "C", "C", "N", "N", "H", "H", "H", "H", "H", "H", "H", "H", "H"], "coordinates": [[-2.1359, 0.3202, 0.2098], [2.1387, 0.3187, -0.2710], [3.4618, 0.1697, 0.3141], [-4.5807, -0.2202, -0.1586], [-3.2531, 0.0145, 0.1212], [1.2223, -0.5829, -0.0253], [0.2575, -0.6487, -0.4037], [1.8548, 1.1985, -0.8296], [3.4063, -0.5442, 1.0554], [4.0154, 1.0817, 0.7024], [4.2211, -0.1374, -0.4101], [-5.2928, 0.4894, 0.2149], [-4.6531, -0.4767, -1.1727], [-4.9807, -1.0922, 0.3466], [1.5700, -1.4111, 0.4730]], "orbital_gap_ev": 9.900, "charge": 1}

***

Last place for stability: Q

***

## P
{"formula": "C4H9N2", "method": "ωB97M-V/def2-TZVPD", "symbols": ["C", "C", "N", "C", "N", "C", "H", "H", "H", "H", "H", "H", "H", "H", "H"], "coordinates": [[-2.1816, -0.8508, -0.0993], [-1.4247, 0.2002, -0.2286], [-0.0669, 0.2422, 0.0975], [0.4370, 1.6054, 0.2382], [0.4326, -0.9155, 0.1299], [1.7969, -1.1269, -0.0247], [-3.2735, -0.9654, -0.4850], [-1.7973, -1.7768, 0.2419], [-1.8620, 1.2500, -0.3536], [0.1147, 1.8563, 1.2598], [-0.0841, 2.2096, -0.4968], [1.5170, 1.6508, 0.1633], [1.8188, -1.0434, -1.1306], [2.1884, -2.0114, 0.2872], [2.3846, -0.3245, 0.4008]], "orbital_gap_ev": 8.999, "charge": 1, "smiles": "C=C/[N+](C)=N/C"}

***

## Q
{"formula": "C4H9N2", "method": "ωB97M-V/def2-TZVPD", "symbols": ["C", "C", "C", "C", "N", "N", "H", "H", "H", "H", "H", "H", "H", "H", "H"], "coordinates": [[0.8032, 0.3693, -0.1627], [-0.8288, -0.3304, 0.7173], [2.1624, 0.8943, -0.8011], [-2.0728, -0.9983, 0.0890], [-0.3041, 0.9730, 0.1971], [0.4925, -0.8422, 0.2372], [-0.8559, -0.3540, 1.7750], [1.9619, 1.5191, -1.7648], [2.7344, 0.0608, -0.9989], [2.4556, 1.4612, 0.0278], [-1.9536, -1.0284, -0.9873], [-2.8725, -0.3167, 0.3557], [-2.3329, -1.8981, 0.5963], [-0.5705, 1.8719, 0.0128], [1.1812, -1.3815, 0.7067]], "orbital_gap_ev": 12.516, "charge": 1}

***

Last place for stability: P

***

## P
{"formula": "C5H12O2", "method": "ωB97M-V/def2-TZVPD", "symbols": ["C", "C", "C", "C", "C", "O", "H", "H", "H", "H", "H", "H", "H", "H", "H", "H", "O", "H", "H"], "coordinates": [[0.8668, 0.2256, -1.4223], [0.8114, 0.6532, 0.0448], [2.1378, 1.2423, 0.5184], [0.3847, -0.4406, 1.0728], [-0.6625, -1.3520, 0.5004], [-1.8398, -1.3285, 0.7580], [-0.0717, -0.2353, -1.7379], [1.0458, 1.1030, -2.0250], [1.6633, -0.5030, -1.5878], [0.0673, 1.4587, 0.1419], [2.0852, 1.4944, 1.5712], [2.4661, 2.1737, 0.0358], [2.9358, 0.4921, 0.4144], [1.2462, -1.0668, 1.3155], [0.0568, 0.0757, 1.9644], [-0.2223, -2.0945, -0.1963], [-4.4582, -0.4495, -0.7522], [-4.6170, -0.2096, 0.1652], [-3.8957, -1.2387, -0.7813]], "orbital_gap_ev": 10.904, "smiles": "CC(C)CC=O.O"}

***

## Q
{"formula": "C5H12O2", "method": "ωB97M-V/def2-TZVPD", "symbols": ["C", "O", "C", "C", "C", "C", "O", "H", "H", "H", "H", "H", "H", "H", "H", "H", "H", "H", "H"], "coordinates": [[-1.9140, -0.5336, 1.0801], [-0.5405, -0.4700, 0.7582], [-0.2667, 0.4503, -0.3039], [-0.3025, 1.8534, 0.3116], [1.1017, 0.1477, -0.9509], [1.5812, -1.3043, -0.8830], [1.8013, -1.7361, 0.4375], [-2.4257, 0.4153, 0.8717], [-2.0086, -0.7383, 2.1492], [-2.4110, -1.3241, 0.5044], [-1.0498, 0.3020, -1.0663], [0.6425, 2.0222, 0.8370], [-1.0961, 1.9291, 1.0622], [-0.4522, 2.6551, -0.4160], [1.8712, 0.7650, -0.4741], [1.0576, 0.4570, -2.0047], [0.8898, -1.9721, -1.4250], [2.5503, -1.3697, -1.3921], [0.9715, -1.5490, 0.9041]], "orbital_gap_ev": 10.820, "smiles": "CO[C@@H](C)CCO"}

***

## R
{"formula": "C5H12O2", "method": "ωB97M-V/def2-TZVPD", "symbols": ["C", "C", "C", "O", "C", "C", "O", "H", "H", "H", "H", "H", "H", "H", "H", "H", "H", "H", "H"], "coordinates": [[-2.2091, -0.9754, -1.1018], [-0.8733, -1.4635, -0.6202], [0.0454, -0.7532, 0.0414], [1.2005, -1.3655, 0.4311], [-0.1008, 0.7239, 0.3637], [0.7490, 1.2580, 1.5077], [2.1317, 1.0190, 1.2295], [-2.2611, -0.9618, -2.1985], [-3.0181, -1.6299, -0.7547], [-2.4392, 0.0386, -0.7594], [-0.6136, -2.4975, -0.8399], [1.8370, -0.6791, 0.6979], [-1.1439, 0.9220, 0.6275], [0.1126, 1.3187, -0.5325], [0.4604, 0.7832, 2.4545], [0.5797, 2.3392, 1.5997], [2.6328, 1.1582, 2.0425], [1.1805, 0.1718, -2.4082], [1.7132, 0.5468, -2.0493]], "orbital_gap_ev": 8.680, "smiles": "C/C=C(/O)CCO.[H][H]"}

***

Last place for stability: R

***

## P
{"formula": "C5H12O2", "method": "ωB97M-V/def2-TZVPD", "symbols": ["C", "C", "C", "O", "C", "C", "H", "H", "H", "H", "H", "H", "H", "H", "H", "H", "O", "H", "H"], "coordinates": [[0.2868, -2.6808, 0.6797], [0.9256, -1.4587, 0.0371], [-0.0362, -0.3107, -0.1788], [-1.1258, -0.2841, 0.3664], [0.4322, 0.7952, -1.1024], [-0.5874, 1.9100, -1.2668], [-0.2389, -2.4059, 1.5964], [-0.4445, -3.1344, 0.0043], [1.0453, -3.4298, 0.9231], [1.7355, -1.0600, 0.6646], [1.3871, -1.7052, -0.9262], [0.6739, 0.3236, -2.0636], [1.3853, 1.1795, -0.7138], [-1.5661, 1.4902, -1.5145], [-0.6817, 2.4587, -0.3274], [-0.2930, 2.6028, -2.0598], [-0.5795, 1.9348, 2.0309], [-1.0502, 1.2024, 1.6023], [-1.2682, 2.5724, 2.2486]], "orbital_gap_ev": 10.774, "smiles": "CCC(=O)CC.O"}

***

## Q
{"formula": "C5H12O2", "method": "ωB97M-V/def2-TZVPD", "symbols": ["C", "C", "C", "C", "C", "O", "H", "H", "H", "H", "H", "H", "H", "H", "H", "H", "O", "H", "H"], "coordinates": [[2.1847, 0.4062, 1.0774], [1.2315, 0.7783, -0.0636], [0.4162, -0.4123, -0.5118], [-0.8232, -0.3961, -1.0192], [-1.6762, 0.8207, -1.2590], [-1.3764, -1.5914, -1.4044], [1.6189, 0.0400, 1.9431], [2.8791, -0.3833, 0.7615], [2.7846, 1.2700, 1.3855], [0.5746, 1.5953, 0.2692], [1.8134, 1.1773, -0.9081], [0.8965, -1.3919, -0.4403], [-1.7062, 1.0464, -2.3325], [-2.7096, 0.6560, -0.9170], [-1.2774, 1.6956, -0.7381], [-2.3310, -1.4865, -1.4972], [-0.9188, -0.9327, 2.2684], [-0.6255, -1.8456, 2.1692], [-0.7690, -0.5932, 1.3751]], "orbital_gap_ev": 9.540, "smiles": "CC/C=C(\\C)O.O"}

***

## R
{"formula": "C5H12O2", "method": "ωB97M-V/def2-TZVPD", "symbols": ["C", "C", "C", "O", "C", "C", "O", "H", "H", "H", "H", "H", "H", "H", "H", "H", "H", "H", "H"], "coordinates": [[2.6464, -0.4819, 0.5561], [1.5847, 0.0573, -0.3973], [0.1652, -0.1555, 0.1225], [0.0844, 0.5136, 1.3657], [-0.8649, 0.3866, -0.8759], [-2.3364, 0.1575, -0.5084], [-2.5879, 0.3667, 0.8853], [3.6559, -0.3058, 0.1693], [2.5593, 0.0057, 1.5308], [2.5295, -1.5620, 0.7047], [1.6833, -0.4067, -1.3877], [1.7237, 1.1390, -0.5295], [-0.0032, -1.2427, 0.2624], [-0.8618, 0.5787, 1.5713], [-0.6948, -0.0795, -1.8576], [-0.6771, 1.4602, -0.9973], [-2.6463, -0.8582, -0.7840], [-2.9670, 0.8575, -1.0717], [-2.9930, -0.4305, 1.2414]], "orbital_gap_ev": 10.602, "smiles": "CC[C@@H](O)CCO"}

***

## S
{"formula": "C5H12O2", "method": "ωB97M-V/def2-TZVPD", "symbols": ["C", "C", "O", "C", "C", "O", "C", "H", "H", "H", "H", "H", "H", "H", "H", "H", "H", "H", "H"], "coordinates": [[1.9054, 1.0477, -0.1042], [2.2951, -0.4274, -0.1201], [1.2756, -1.2999, -0.5636], [0.1440, -1.3535, 0.2782], [-1.0216, -0.5728, -0.3281], [-1.8051, -0.0494, 0.7172], [-2.7972, 0.8203, 0.2379], [1.0759, 1.2482, 0.5874], [1.6112, 1.3899, -1.1025], [2.7588, 1.6535, 0.2210], [2.6294, -0.7306, 0.8850], [3.1307, -0.5903, -0.8102], [-0.1189, -2.4082, 0.4147], [0.3590, -0.9342, 1.2705], [-0.6172, 0.2388, -0.9523], [-1.6304, -1.2140, -0.9871], [-3.5075, 0.3048, -0.4276], [-2.3516, 1.6604, -0.3188], [-3.3354, 1.2164, 1.1027]], "orbital_gap_ev": 10.776, "smiles": "CCOCCOC"}

***

Last place for stability: S

***

## P
{"formula": "C5H12O2", "method": "ωB97M-V/def2-TZVPD", "symbols": ["C", "C", "C", "C", "C", "O", "H", "H", "H", "H", "H", "H", "H", "H", "H", "H", "O", "H", "H"], "coordinates": [[-2.3193, -1.4144, -1.5029], [-1.5300, -1.2420, -0.1976], [-0.0276, -1.1750, -0.4269], [0.4747, 0.2011, -0.9224], [-0.0729, 1.3075, -0.0542], [0.1880, 1.3905, 1.1218], [-3.3814, -1.5965, -1.2738], [-1.9695, -2.2677, -2.0842], [-2.4067, -0.5258, -2.1340], [-1.9192, -0.3138, 0.2398], [-1.8178, -2.0789, 0.4254], [0.4752, -1.3957, 0.5198], [0.2495, -1.9002, -1.1890], [1.5590, 0.2437, -0.8296], [0.2381, 0.3208, -1.9886], [-0.7958, 1.9845, -0.5624], [2.9528, 1.0236, 1.8426], [2.0866, 0.5908, 1.8226], [2.7185, 1.9620, 1.8875]], "orbital_gap_ev": 10.959, "smiles": "CCCCC=O.O"}

***

## Q
{"formula": "C5H12O2", "method": "ωB97M-V/def2-TZVPD", "symbols": ["C", "O", "C", "C", "C", "C", "O", "H", "H", "H", "H", "H", "H", "H", "H", "H", "H", "H", "H"], "coordinates": [[-1.9606, -0.8304, -1.4209], [-0.7009, -0.2696, -1.1107], [-0.6298, 0.1721, 0.2413], [0.7048, 0.8343, 0.5619], [0.7544, 1.3129, 2.0061], [2.1710, -1.3665, -0.6136], [1.9009, -0.7833, -1.7503], [-2.7697, -0.1034, -1.2567], [-1.9486, -1.1114, -2.4764], [-2.1646, -1.7235, -0.8118], [-1.4341, 0.9060, 0.4105], [-0.8202, -0.6825, 0.9123], [0.8773, 1.6509, -0.1497], [1.7277, 1.7685, 2.2108], [0.6415, 0.4629, 2.6902], [-0.0280, 2.0441, 2.2298], [1.5604, 0.1640, 0.4488], [1.1861, -1.7318, -0.2023], [0.9326, -0.7135, -1.9192]], "orbital_gap_ev": 9.155}

***

Last place for stability: Q